ORCA calculation (ωB97M-V with the def2-TZVPD basis set) on a structure of composition C4H5MgNaO2 at a distorted geometry.

The geometry in XYZ format:
```
13
Properties=species:S:1:pos:R:3
H 1.4292 -1.6777 -2.9406
C -0.4938 -1.3683 0.3372
C 0.5365 -0.5208 -0.1242
C 0.6504 0.8515 0.1745
C -0.3898 1.6911 0.5728
O -0.2060 2.9146 0.8928
Mg -1.1715 4.4875 1.4620
H -1.2415 -0.9618 1.0413
H 1.4175 -1.0288 -0.5271
H 1.6550 1.2798 0.2221
H -1.4071 1.2817 0.6807
O -0.6809 -2.5393 -0.0866
Na -0.0980 -4.4094 -1.7050
```

Output
HOMO-LUMO gap (alpha / beta) = 5.990 / 5.930 eV
ΔE to the lowest compared entry with this formula, charge and spin = 2.487 eV
energy = -18175.4623 eV
multiplicity = 2
net charge = +1
highest occupied orbital energy (alpha / beta) = -9.97 / -10.16 eV
max |F| = 1.4 eV Å⁻¹